{"formula": "C17H14Br2N3O7Ti", "method": "ωB97M-V/def2-TZVPD", "symbols": ["Ti", "N", "C", "C", "O", "N", "C", "C", "O", "O", "H", "H", "H", "H", "H", "H", "O", "C", "C", "C", "N", "C", "Br", "C", "H", "H", "H", "H", "Br", "C", "C", "C", "C", "C", "C", "C", "O", "O", "H", "H", "H", "H", "O", "C"], "coordinates": [[-0.576, 0.541, 0.243], [-0.578, -0.763, 2.182], [-1.761, -1.637, 2.222], [-2.863, -1.109, 1.313], [-3.948, -1.685, 1.289], [-2.473, -0.034, 0.597], [-3.412, 0.563, -0.369], [-2.653, 0.941, -1.643], [-3.198, 0.936, -2.727], [-1.390, 1.239, -1.415], [0.300, -1.251, 2.309], [-0.633, -0.042, 2.892], [-2.178, -1.771, 3.220], [-1.483, -2.631, 1.866], [-3.818, 1.493, 0.041], [-4.237, -0.106, -0.600], [1.027, -3.110, -4.484], [0.773, -2.406, -3.355], [-0.036, -2.882, -2.337], [-0.227, -2.072, -1.235], [0.348, -0.878, -1.091], [1.094, -0.427, -2.097], [1.822, 1.307, -2.036], [1.352, -1.157, -3.245], [0.543, -3.942, -4.471], [-0.529, -3.844, -2.395], [-0.865, -2.402, -0.425], [1.963, -0.750, -4.035], [3.901, -0.638, 1.409], [4.069, 1.199, 1.934], [5.336, 1.563, 2.335], [5.620, 2.843, 2.811], [4.560, 3.763, 2.895], [3.295, 3.418, 2.502], [2.967, 2.117, 1.970], [1.659, 1.873, 1.538], [0.749, 2.843, 1.737], [1.265, 0.789, 0.938], [6.122, 0.819, 2.285], [6.624, 3.104, 3.115], [4.739, 4.762, 3.275], [2.494, 4.139, 2.572], [-1.432, 3.308, 1.384], [-0.613, 2.466, 1.194]], "forces_ev_per_a": [[0.6, 0.6, 1.0], [-0.3, -0.1, -0.2], [0.3, 0.0, 0.1], [0.0, 0.6, -0.4], [-0.1, 0.0, 0.0], [-0.8, -0.4, -0.4], [0.1, -0.3, 0.3], [0.4, -0.1, 0.4], [0.0, 0.2, -0.2], [-0.8, -0.2, -0.4], [0.0, 0.0, 0.0], [0.0, 0.0, 0.0], [0.0, 0.0, 0.1], [0.0, 0.0, 0.0], [-0.1, 0.0, 0.0], [0.0, 0.0, 0.0], [0.0, 0.0, 0.0], [0.1, -0.2, -0.3], [-0.2, 0.1, 0.3], [0.2, -0.4, -0.1], [0.2, -0.1, -0.5], [0.2, -0.2, -0.4], [0.0, 0.0, 0.1], [0.0, 0.2, 0.3], [0.0, 0.0, 0.0], [0.0, 0.0, 0.0], [0.0, 0.1, 0.0], [0.0, 0.0, 0.0], [-0.1, 0.1, 0.0], [0.0, 0.0, 0.0], [0.1, 0.0, 0.0], [-0.2, 0.0, -0.1], [0.1, -0.1, 0.0], [0.0, -0.1, 0.0], [0.4, 0.1, 0.1], [-0.2, -0.1, -0.1], [-0.2, -0.2, -0.2], [0.4, 0.2, 0.1], [0.0, 0.0, 0.0], [0.0, 0.0, 0.0], [0.0, 0.0, 0.0], [0.0, 0.0, 0.0], [0.0, 0.1, 0.0], [0.1, 0.5, 0.5]], "lumo_ha": [0.072, 0.072], "charge": -1, "e_above_lowest_kcal_mol": 31.8, "multiplicity": 3, "homo_energy_ev": [-2.5252, -5.5761], "homo_lumo_gap_ev": [4.49, 7.54], "total_energy_ev": -199864.3582}

{"formula": "C30H19Cl5CsN3OP", "method": "ωB97M-V/def2-TZVPD", "symbols": ["Cs", "N", "P", "C", "C", "C", "C", "C", "C", "C", "C", "C", "C", "C", "C", "C", "C", "C", "C", "C", "N", "H", "H", "H", "H", "H", "H", "H", "H", "H", "H", "H", "H", "H", "H", "H", "Cl", "C", "C", "Cl", "C", "Cl", "C", "O", "C", "Cl", "C", "Cl", "N", "C", "C", "C", "C", "C", "C", "C", "H", "H", "H", "H"], "coordinates": [[-1.034, -1.449, -0.190], [1.706, 2.066, -0.506], [2.196, 0.425, -0.694], [3.998, 0.705, -0.507], [4.767, 1.373, -1.459], [6.120, 1.597, -1.240], [6.721, 1.150, -0.069], [5.967, 0.483, 0.884], [4.612, 0.261, 0.663], [2.096, 0.176, -2.514], [1.227, 0.925, -3.305], [1.084, 0.638, -4.659], [1.803, -0.399, -5.235], [2.665, -1.157, -4.451], [2.803, -0.877, -3.100], [0.452, 2.454, -0.034], [0.316, 3.573, 0.792], [-0.950, 3.911, 1.224], [-2.028, 3.121, 0.849], [-1.777, 2.016, 0.057], [-0.567, 1.701, -0.413], [2.439, 2.732, -0.318], [4.303, 1.707, -2.381], [6.709, 2.115, -1.986], [7.778, 1.319, 0.096], [6.430, 0.131, 1.797], [4.019, -0.262, 1.405], [0.653, 1.726, -2.854], [0.400, 1.224, -5.260], [1.686, -0.624, -6.287], [3.224, -1.973, -4.893], [3.472, -1.479, -2.493], [1.190, 4.138, 1.097], [-1.090, 4.767, 1.874], [-3.033, 3.318, 1.200], [-2.594, 1.363, -0.228], [-8.059, -4.829, -0.701], [-6.394, -4.399, -0.892], [-6.025, -3.093, -1.219], [-7.253, -1.893, -1.435], [-4.692, -2.750, -1.369], [-4.227, -1.128, -1.763], [-3.619, -3.688, -1.213], [-2.408, -3.360, -1.349], [-4.048, -5.012, -0.870], [-2.796, -6.183, -0.650], [-5.384, -5.350, -0.718], [-5.819, -6.974, -0.306], [-1.550, 1.164, 7.989], [-1.510, 0.929, 6.861], [-1.458, 0.644, 5.454], [-0.238, 0.669, 4.770], [-0.202, 0.385, 3.409], [-1.336, 0.078, 2.626], [-2.532, 0.081, 3.374], [-2.620, 0.335, 4.738], [0.669, 0.905, 5.319], [0.788, 0.418, 2.948], [-3.477, -0.141, 2.875], [-3.573, 0.299, 5.257]], "forces_ev_per_a": [[0.5, 0.5, 0.4], [0.2, 0.3, 0.0], [-0.2, 0.0, -0.2], [0.0, -0.1, 0.1], [0.1, 0.0, -0.1], [0.0, 0.0, 0.0], [0.0, 0.0, 0.0], [-0.1, 0.0, 0.0], [0.0, 0.0, 0.0], [0.0, 0.0, 0.0], [0.0, 0.0, 0.0], [0.0, 0.0, 0.1], [0.0, 0.0, 0.0], [0.0, 0.0, 0.1], [0.0, 0.0, 0.0], [0.2, -0.2, 0.1], [0.0, 0.1, 0.0], [0.0, 0.0, 0.0], [-0.1, -0.1, 0.0], [0.0, 0.2, 0.0], [-0.2, -0.1, 0.0], [0.1, -0.1, -0.1], [0.0, 0.0, 0.0], [0.0, 0.0, 0.0], [0.0, 0.0, 0.0], [0.0, 0.0, 0.0], [0.0, 0.0, 0.0], [0.0, 0.0, 0.0], [0.0, 0.0, 0.0], [0.0, 0.0, 0.0], [0.0, 0.0, 0.0], [0.0, 0.0, 0.0], [-0.1, 0.0, 0.0], [0.0, 0.0, 0.0], [0.1, 0.0, 0.0], [0.0, 0.0, 0.0], [0.0, 0.0, 0.0], [0.1, 0.0, 0.0], [0.0, 0.0, 0.0], [0.0, 0.0, 0.0], [0.0, -0.3, 0.0], [-0.1, 0.1, 0.0], [0.0, 0.0, 0.0], [-0.6, -0.6, -0.3], [-0.1, 0.1, -0.1], [0.0, 0.0, 0.0], [0.1, 0.1, 0.0], [0.0, 0.0, 0.0], [0.0, 0.0, -0.1], [0.0, 0.0, -0.1], [0.0, 0.0, -0.1], [0.0, 0.0, 0.0], [0.0, 0.1, 0.1], [0.1, -0.1, 0.0], [-0.1, 0.0, 0.2], [0.1, 0.1, 0.0], [0.0, 0.0, 0.0], [0.0, 0.0, -0.1], [0.0, 0.0, 0.0], [0.0, 0.0, 0.0]], "lumo_ha": 0.065, "charge": -1, "e_above_lowest_kcal_mol": 50.9, "homo_energy_ev": -4.1057, "homo_lumo_gap_ev": 5.89, "total_energy_ev": -110387.0249}